# 1
An isolated ion of composition C3H6N3S and charge +1 at a distorted geometry, computed with ωB97M-V/def2-TZVPD.

Structure (XYZ):
```
13
Properties=species:S:1:pos:R:3:forces:R:3:nbo_charge:R:1
C 0.304297 1.481768 0.042335 1.9 1.5 -1.4 -0.719
C -0.053768 0.061180 -0.018487 4.6 -3.6 1.3 0.471
N 0.817439 -1.196089 0.054314 -5.0 3.3 -0.2 -0.496
C -0.048145 -2.233939 -0.027277 0.7 1.0 0.7 0.236
N -1.246992 -1.818618 -0.063446 -2.5 -0.2 -0.1 -0.261
N -1.212438 -0.464892 -0.047717 -1.0 0.3 0.0 -0.261
S -2.698689 0.421025 0.020865 0.0 -0.6 -0.2 0.300
H 1.146241 1.927729 0.711369 -1.5 -1.6 -0.9 0.307
H -0.589227 2.070772 0.178588 -0.3 0.1 0.3 0.268
H 0.606804 1.743689 -1.024353 -0.1 -0.2 1.1 0.284
H 1.751019 -1.275485 -0.082372 3.5 0.2 -0.3 0.435
H 0.133101 -3.272087 0.128004 0.6 -0.5 -0.3 0.262
H -3.217950 -0.772185 -0.280633 -0.9 0.1 0.0 0.174
```
Positions in Å, forces in eV/Å.

## Properties
Kohn-Sham gap = 10.51 eV
charge = +1
multiplicity = 1
max |F| = 5.98 eV/Å
HOMO = -14.351 eV
SMILES = Cc1[nH+]cnn1S

# 2
A single C5H9NO molecule, computed with ωB97M-V/def2-TZVPD.

Structure (XYZ):
```
16
Properties=species:S:1:pos:R:3:forces:R:3:nbo_charge:R:1
C -1.395425 1.187511 1.299071 0.0 0.0 0.0 -0.737
C -1.459140 -0.222989 0.756072 -0.1 -0.1 0.0 0.586
O -2.415368 -0.948643 0.936936 0.4 0.3 -0.1 -0.538
C -0.275122 -0.727201 -0.023944 -0.2 -0.2 0.0 -0.191
C 1.113995 -0.654799 0.528501 0.2 -0.1 0.2 -0.235
N 0.693490 0.230975 -0.523921 0.0 0.1 0.0 -0.394
C 1.231578 -0.005468 -1.850505 0.0 0.0 -0.1 -0.411
H -2.352830 1.676717 1.107184 0.1 -0.1 0.0 0.243
H -1.257938 1.147972 2.383305 0.0 0.0 -0.1 0.239
H -0.582962 1.758617 0.848336 -0.1 -0.1 0.1 0.242
H -0.499764 -1.605080 -0.631542 0.0 0.1 0.1 0.214
H 1.771803 -1.487509 0.274123 -0.1 0.1 0.0 0.197
H 1.302693 -0.199053 1.499730 -0.1 -0.1 -0.2 0.205
H 2.189131 0.514660 -1.937985 -0.1 -0.1 0.0 0.205
H 0.543629 0.406864 -2.593411 0.1 -0.1 0.1 0.206
H 1.392224 -1.072568 -2.071951 0.0 0.1 0.1 0.170
```
Positions in Å, forces in eV/Å.

## Properties
Kohn-Sham gap = 10.30 eV
charge = 0
multiplicity = 1
max |F| = 0.48 eV/Å
HOMO = -9.345 eV
SMILES = CC(=O)[C@@H]1CN1C

# 3
A 2-piece molecular cluster, H3N3O2 overall at a distorted geometry, computed with ωB97M-V/def2-TZVPD.

Structure (XYZ):
```
8
Properties=species:S:1:pos:R:3:forces:R:3:nbo_charge:R:1
H -2.071599 0.415701 -1.487050 -0.3 -2.5 1.6 0.388
N -1.515418 1.177468 -1.675660 -0.9 2.7 -3.2 -0.474
N -0.575464 1.656726 -1.116625 -0.4 -2.2 0.3 0.220
N 0.008837 2.480585 -0.579585 -0.5 1.8 0.8 0.297
O 1.077722 3.035667 -0.512649 1.8 0.4 0.2 -0.430
O 0.456197 -0.321310 0.502823 0.2 -3.0 3.0 -0.940
H 0.854226 0.474156 0.270533 1.3 2.1 -0.5 0.459
H 0.934451 -0.586676 1.371428 -1.3 0.6 -2.3 0.479
```
Positions in Å, forces in eV/Å.

## Properties
Kohn-Sham gap = 9.45 eV
charge = 0
multiplicity = 1
max |F| = 4.26 eV/Å
HOMO = -9.379 eV
SMILES = [H]/N=N/N=O.O

# 4
C15H34GeN5OS4SbSeTa as an isolated structure at a distorted geometry, computed with ωB97M-V/def2-TZVPD.

Structure (XYZ):
```
63
Properties=species:S:1:pos:R:3:forces:R:3:nbo_charge:R:1
Ta -0.551695 1.475676 0.009487 -0.3 1.4 1.8 1.261
S 1.061505 4.912076 -1.288613 -1.2 0.4 0.1 -0.671
Sb -1.125195 5.333376 -1.013113 1.4 0.0 0.4 1.162
S -0.416895 3.040876 1.862587 -0.1 -2.2 -1.9 0.028
S -1.804595 2.721976 -1.447513 1.1 -2.1 1.2 -0.491
S -1.352295 4.758576 1.621887 -0.2 0.6 -0.3 -0.238
C -5.534795 -0.275524 -1.102513 0.1 0.4 -0.7 -0.256
C -4.069595 0.210776 -1.071513 0.0 0.2 -0.2 -0.261
N -3.421995 -0.157324 0.188087 0.6 0.3 -0.1 -0.434
C -4.188695 0.380376 1.312487 0.1 0.2 0.2 -0.259
C -5.621895 -0.202924 1.321087 0.0 0.5 0.7 -0.256
N -5.772795 -1.069624 0.126087 -0.6 -0.2 0.0 -0.331
C -4.821095 -2.202724 0.184787 0.5 -0.7 0.1 -0.256
C -3.394495 -1.613324 0.298787 0.3 -0.2 0.0 -0.250
H -5.730095 -0.898224 -1.977613 -0.1 0.0 0.2 0.250
H -6.231695 0.564376 -1.116513 0.0 -0.2 0.1 0.249
H -4.027795 1.295076 -1.181813 -0.1 -0.2 0.0 0.247
H -3.491795 -0.223224 -1.890413 -0.1 0.0 0.0 0.227
H -4.216095 1.467676 1.228087 0.0 0.0 0.0 0.236
H -3.665195 0.131076 2.237887 -0.1 0.0 -0.1 0.238
H -6.370595 0.590176 1.274287 0.0 -0.2 -0.1 0.253
H -5.809595 -0.799524 2.216187 0.0 0.0 -0.2 0.249
H -6.727295 -1.439024 0.104387 0.1 0.0 0.0 0.464
H -4.931995 -2.802724 -0.721613 -0.1 0.1 0.1 0.245
H -5.063495 -2.832524 1.043387 -0.1 0.1 -0.1 0.252
H -2.754495 -2.009024 -0.491313 -0.1 0.0 0.0 0.226
H -2.945395 -1.873824 1.258387 0.0 0.0 0.0 0.226
C 6.447705 3.276876 0.025387 -0.4 -0.4 0.2 -1.064
Ge 5.060505 1.943776 0.427587 -0.3 0.1 -0.1 1.570
C 4.713305 1.709976 2.359587 0.3 0.0 -0.5 -1.078
C 5.373305 0.229376 -0.528313 -0.1 0.5 0.3 -1.084
C 3.235105 2.739276 -0.215113 1.2 0.1 0.7 -0.994
Se 2.043105 1.294376 -0.588013 -0.7 0.0 -0.4 0.520
C 1.898005 1.547676 -2.509413 -0.1 0.1 -0.5 -0.767
H 7.393505 2.936076 0.438687 0.1 -0.1 0.1 0.261
H 6.205505 4.231876 0.478587 -0.1 0.1 0.1 0.250
H 6.578105 3.410976 -1.042813 -0.1 0.0 -0.2 0.248
H 5.466205 1.061976 2.797887 0.1 -0.1 0.1 0.256
H 3.733805 1.286076 2.566887 -0.1 -0.1 0.0 0.217
H 4.782305 2.676376 2.851487 0.0 0.1 0.0 0.252
H 6.148305 -0.301324 0.019687 0.1 -0.1 0.0 0.259
H 5.746705 0.405776 -1.533113 0.0 0.1 -0.1 0.247
H 4.494405 -0.412124 -0.583413 0.0 0.0 0.1 0.212
H 3.330805 3.373576 -1.094013 -0.2 -0.2 0.0 0.264
H 2.841705 3.325076 0.613787 -0.1 0.0 -0.1 0.265
H 2.881805 1.456576 -2.973013 0.0 -0.1 0.3 0.267
H 1.504905 2.555276 -2.675913 0.0 -0.2 0.1 0.266
H 1.222505 0.793676 -2.914413 0.1 0.1 0.0 0.233
C 1.366205 -4.836124 0.266287 0.1 -0.5 -0.2 -0.437
N 0.897105 -3.469724 0.272187 0.0 0.3 -0.3 -0.353
C 0.653205 -2.706024 1.471187 0.0 0.3 0.4 -0.319
C 0.197005 -1.390824 0.881487 0.3 -1.1 -0.8 0.682
O -0.146495 -0.375824 1.514087 -0.7 1.8 -0.7 -0.678
N 0.209105 -1.459224 -0.452313 -0.5 0.9 0.1 -0.640
C 0.615805 -2.715824 -0.788113 0.0 -0.1 0.2 0.655
N 0.692805 -3.136924 -2.038613 0.1 -0.1 0.1 -0.741
H 1.650405 -5.116224 1.276787 0.0 0.0 0.0 0.255
H 2.245005 -4.946524 -0.369813 0.0 0.0 0.0 0.234
H 0.586305 -5.518624 -0.076213 0.0 0.0 0.0 0.229
H 1.558005 -2.573624 2.073387 0.0 0.0 0.0 0.271
H -0.107195 -3.167624 2.110287 0.0 0.1 -0.1 0.260
H 0.465905 -2.533624 -2.811513 0.0 0.0 0.1 0.437
H 0.995305 -4.077024 -2.236513 0.0 0.0 -0.1 0.436
```
Positions in Å, forces in eV/Å.

## Properties
Kohn-Sham gap (alpha / beta) = 5.89 / 5.90 eV
charge = +3
multiplicity = 1
max |F| = 2.94 eV/Å
HOMO (alpha / beta) = -15.782 / -15.783 eV

# 5
A single C4H8N4 molecule at a distorted geometry, computed with ωB97M-V/def2-TZVPD.

Structure (XYZ):
```
16
Properties=species:S:1:pos:R:3:forces:R:3:nbo_charge:R:1
H 0.949059 -1.372083 -2.537801 0.4 0.2 0.8 0.360
N 1.355257 -1.527624 -1.593889 0.7 -1.4 -1.6 -0.690
C 0.700184 -0.957428 -0.711669 -1.6 1.9 0.1 0.411
C 0.869708 -0.979244 0.738524 0.7 0.2 0.1 -0.351
C 0.096853 -0.037235 1.279569 -1.1 -0.6 0.9 0.220
N -0.287910 0.117494 2.640052 0.5 2.4 -1.1 -0.811
C -0.721237 0.680624 0.213421 -1.4 0.6 0.7 -0.271
N -0.410086 -0.030714 -0.991881 1.7 -2.0 1.1 -0.311
N -0.369578 0.504891 -2.257946 0.1 1.9 -0.2 -0.622
H 1.621037 -1.586018 1.249100 -0.5 0.0 -0.2 0.233
H -0.341336 1.173606 2.832824 0.1 -2.4 0.3 0.378
H 0.257602 -0.432527 3.305417 -0.1 0.6 -0.3 0.390
H -0.501482 1.790400 0.165543 -0.1 -1.0 0.0 0.188
H -1.823654 0.529440 0.460517 1.2 0.6 -0.1 0.207
H -1.305106 0.626441 -2.564499 -1.2 -0.5 -0.6 0.344
H -0.089309 1.499979 -2.227283 0.6 -0.5 0.1 0.324
```
Positions in Å, forces in eV/Å.

## Properties
Kohn-Sham gap = 9.19 eV
charge = 0
multiplicity = 1
max |F| = 2.88 eV/Å
HOMO = -8.436 eV
SMILES = [H]/N=C1/C=C(N)CN1N

# 6
A 2-piece molecular cluster, C3H10N2O2 overall at a distorted geometry, computed with ωB97M-V/def2-TZVPD.

Structure (XYZ):
```
17
Properties=species:S:1:pos:R:3:forces:R:3:nbo_charge:R:1
C 1.860262 0.906277 0.229547 1.9 2.1 -1.5 -0.605
C 1.172335 -0.065003 -0.705670 -2.2 0.6 1.0 -0.520
C -0.040571 -0.686537 -0.063697 0.8 -0.4 1.3 0.614
N -2.591762 0.497364 0.092603 -0.3 -0.7 -0.7 -0.688
N -1.548212 1.124892 0.806641 -0.8 -1.7 -1.4 -0.425
O 0.151714 -1.375772 1.121071 -2.2 0.0 -1.0 -0.720
O -0.783898 -1.418112 -0.943813 0.6 1.7 -0.9 -0.710
H 2.234602 0.288382 1.053478 -0.2 0.8 0.4 0.195
H 1.200641 1.859386 0.517966 1.5 -2.5 -0.4 0.244
H 2.879411 1.288653 -0.332346 -2.6 -0.7 1.5 0.213
H 0.720348 0.341966 -1.566884 -0.1 1.2 -1.2 0.226
H 1.760546 -0.841632 -1.107720 1.3 -1.1 -0.1 0.209
H -3.284180 0.031749 0.660057 0.3 0.0 0.5 0.342
H -2.272814 -0.187631 -0.645409 -0.5 1.3 0.9 0.358
H -1.284974 1.744163 0.055487 1.1 0.5 -0.1 0.296
H 1.053514 -1.390474 1.338601 2.0 0.1 0.6 0.475
H -1.226965 -2.117677 -0.509904 -0.7 -1.2 1.0 0.496
```
Positions in Å, forces in eV/Å.

## Properties
Kohn-Sham gap (alpha / beta) = 8.37 / 7.83 eV
charge = 0
multiplicity = 1
max |F| = 3.25 eV/Å
HOMO (alpha / beta) = -7.916 / -7.238 eV